The molecule C2H6O, computed with ωB97M-V with the def2-TZVPD basis set.

Calculated values
Charge ... 0
Highest occupied orbital energy ... -10.32 eV
ΔE to the lowest compared entry with this formula, charge and spin ... 0.01 kcal/mol

```
9
Properties=species:S:1:pos:R:3:forces:R:3
C -0.056853 -0.419401 0.816879 0.0 0.3 -0.3
C 0.296045 0.509997 -0.340045 0.3 -0.1 0.4
O -0.659510 0.483145 -1.373605 -0.4 -0.1 -0.3
H -1.032108 -0.159813 1.221737 -0.1 0.0 0.1
H -0.084808 -1.454901 0.479750 0.0 -0.1 0.0
H 0.686720 -0.331239 1.604284 0.1 -0.1 0.1
H 1.290654 0.251132 -0.733437 -0.1 0.1 0.1
H 0.321247 1.546997 0.002349 0.1 -0.1 0.0
H -0.761388 -0.425917 -1.677913 0.0 0.1 0.0
```
Forces are in eV/Å.